A) Formula: C39H40BCl2N9O3RuTe
Source: the OMol25 dataset
Level of theory: wB97M-V/def2-TZVPD

Positions of all 96 atoms, in Å:
Ru 0.069 1.283 1.087
C 1.392 2.620 4.952
C 1.650 2.158 3.664
N 0.509 1.860 3.052
N -0.495 2.099 3.920
C 0.015 2.571 5.068
B -1.930 1.664 3.514
N -1.840 0.176 3.032
C -2.500 -0.905 3.478
C -2.039 -2.011 2.790
C -1.073 -1.514 1.918
N -0.968 -0.195 2.075
N -2.359 2.502 2.286
C -3.326 3.409 2.069
C -3.211 3.877 0.775
C -2.112 3.204 0.248
N -1.608 2.388 1.165
N -2.869 1.728 4.690
C -2.659 1.205 5.930
C -3.847 1.237 6.609
C -4.756 1.794 5.687
N -4.172 2.081 4.541
H 2.099 2.959 5.687
H 2.586 2.078 3.134
H -0.625 2.843 5.889
H -3.248 -0.813 4.247
H -2.360 -3.031 2.902
H -0.467 -2.023 1.187
H -4.042 3.620 2.842
H -3.837 4.599 0.284
H -1.669 3.249 -0.734
H -1.695 0.826 6.226
H -4.033 0.911 7.617
H -5.806 2.003 5.818
Cl 0.560 8.256 -1.790
C 0.665 6.625 -1.224
C 0.751 6.364 0.134
C 0.856 5.063 0.583
Cl 0.970 4.838 2.293
C 0.873 3.944 -0.278
O 1.122 2.717 0.155
C 0.728 4.251 -1.649
C 0.540 3.254 -2.708
O 0.151 2.115 -2.558
C 0.662 5.571 -2.104
H 0.750 7.174 0.849
H 0.719 3.642 -3.728
H 0.582 5.756 -3.169
C -2.771 0.006 -0.927
C -1.313 -0.150 -1.203
O -0.987 -0.835 -2.320
N -0.312 0.269 -0.555
Te 1.025 -0.670 -2.211
C 1.222 -1.962 -3.911
C 0.286 -2.134 -4.937
C -1.022 -1.391 -5.043
C 0.595 -3.027 -5.960
C 1.799 -3.713 -6.016
C 2.103 -4.669 -7.135
C 2.743 -3.450 -5.032
C 2.481 -2.577 -3.985
C 3.587 -2.325 -2.985
C 1.372 -2.096 -0.699
C 2.067 -1.624 0.425
C 2.383 -0.171 0.674
C 2.400 -2.521 1.434
C 2.032 -3.855 1.370
C 2.391 -4.819 2.465
C 1.289 -4.278 0.273
C 0.948 -3.433 -0.776
C 0.123 -4.007 -1.900
H -3.348 -0.776 -1.416
H -3.094 0.972 -1.320
H -2.955 -0.002 0.145
H -0.925 -0.349 -4.739
H -1.800 -1.836 -4.425
H -1.362 -1.407 -6.078
H -0.131 -3.175 -6.751
H 1.222 -4.860 -7.744
H 2.464 -5.621 -6.746
H 2.881 -4.265 -7.785
H 3.716 -3.927 -5.086
H 4.538 -2.660 -3.396
H 3.431 -2.856 -2.044
H 3.707 -1.261 -2.754
H 2.307 0.498 -0.180
H 3.386 -0.043 1.086
H 1.740 0.168 1.523
H 2.944 -2.158 2.300
H 3.022 -4.349 3.217
H 2.924 -5.681 2.062
H 1.494 -5.193 2.960
H 0.962 -5.311 0.226
H -0.445 -4.858 -1.528
H 0.752 -4.358 -2.720
H -0.578 -3.284 -2.309

The multiplicity is 2. As for the HOMO energy (spin up / spin down): -10.50 / -10.45 eV. The total charge is +1.

Mulliken atomic charge list, values in e, 5 entries:
1 Ru -0.1632
2 C -1.3478
3 C -0.6583
4 N 0.4086
5 N 0.5948

B) Formula: C39H40BCl2N9O3RuTe
Source: the OMol25 dataset
Level of theory: wB97M-V/def2-TZVPD

Positions of all 96 atoms, in Å:
Ru 1.544 0.253 0.772
C 4.379 -0.916 3.764
C 3.316 -1.225 2.924
N 3.086 -0.217 2.084
N 3.998 0.749 2.352
C 4.772 0.349 3.372
B 3.923 2.147 1.629
N 3.900 1.881 0.097
C 4.759 2.231 -0.869
C 4.419 1.550 -2.025
C 3.321 0.773 -1.667
N 3.020 0.993 -0.389
N 2.568 2.754 2.039
C 2.226 3.826 2.778
C 0.896 3.710 3.122
C 0.483 2.506 2.555
N 1.492 1.946 1.903
N 5.141 2.972 1.964
C 6.443 2.579 1.870
C 7.229 3.693 1.976
C 6.309 4.753 2.116
N 5.063 4.321 2.093
H 4.799 -1.519 4.550
H 2.699 -2.109 2.899
H 5.543 0.991 3.763
H 5.548 2.940 -0.675
H 4.899 1.612 -2.986
H 2.737 0.079 -2.248
H 2.959 4.582 2.993
H 0.309 4.399 3.704
H -0.472 2.018 2.603
H 6.710 1.545 1.718
H 8.305 3.741 1.959
H 6.507 5.807 2.232
Cl -1.115 -6.206 2.999
C -0.684 -4.561 2.677
C -1.269 -3.538 3.444
C -0.964 -2.227 3.206
Cl -1.678 -0.995 4.182
C -0.060 -1.831 2.177
O 0.150 -0.579 1.996
C 0.526 -2.894 1.422
C 1.407 -2.686 0.316
O 1.714 -1.618 -0.229
C 0.208 -4.246 1.699
H -1.961 -3.791 4.237
H 1.813 -3.595 -0.144
H 0.670 -5.030 1.112
C -0.719 2.600 -2.272
C 0.170 2.184 -1.124
O 0.913 3.003 -0.631
N 0.118 0.878 -0.603
Te -0.831 -0.680 -1.478
C -2.338 -1.191 -0.084
C -2.872 -0.360 0.908
C -2.429 1.046 1.196
C -3.850 -0.897 1.740
C -4.292 -2.207 1.629
C -5.328 -2.763 2.564
C -3.742 -3.001 0.632
C -2.771 -2.520 -0.236
C -2.285 -3.457 -1.317
C -2.123 -0.254 -3.110
C -1.577 -0.605 -4.355
C -0.178 -1.132 -4.591
C -2.388 -0.481 -5.482
C -3.692 -0.021 -5.408
C -4.538 0.130 -6.639
C -4.199 0.316 -4.156
C -3.443 0.211 -3.000
C -4.092 0.547 -1.685
H -0.368 3.571 -2.608
H -1.752 2.709 -1.929
H -0.713 1.907 -3.111
H -1.546 1.003 1.824
H -3.211 1.580 1.735
H -2.162 1.624 0.312
H -4.268 -0.263 2.514
H -5.654 -2.016 3.286
H -4.927 -3.616 3.114
H -6.203 -3.114 2.015
H -4.074 -4.028 0.523
H -2.443 -4.489 -1.012
H -1.222 -3.352 -1.545
H -2.836 -3.299 -2.248
H 0.564 -0.795 -3.869
H 0.166 -0.819 -5.575
H -0.178 -2.225 -4.576
H -1.972 -0.744 -6.448
H -4.062 -0.320 -7.509
H -4.709 1.186 -6.855
H -5.515 -0.335 -6.501
H -5.221 0.672 -4.075
H -4.957 1.189 -1.840
H -3.407 1.068 -1.018
H -4.427 -0.356 -1.171

The multiplicity is 2. As for the HOMO energy (spin up / spin down): -10.68 / -10.66 eV. The total charge is +1.

Mulliken atomic charge list, values in e, 5 entries:
1 Ru -0.1053
2 C -1.6099
3 C -0.3046
4 N 0.0580
5 N 0.4781

B) is favored, and the nearest alternative lies 75.5 kJ/mol above it.